Below is a cluster of 2 separate species, C6H8FN3O2 in total, with properties calculated with ωB97M-V with the def2-TZVPD basis set.

Properties
SMILES = [H]/N=C(\F)C(=O)O.C=C1CN=CN1
DFT total energy = -648.025010 Eh
energy above the lowest of the compared OMol25 structures with the same formula, charge and spin = 0.000 eV

Each line ends with the Löwdin charge.
Positions of all 20 atoms, in Å:
C: -2.2621 -0.0638 0.8928  -0.165
C: -1.9289 -1.0810 -1.0155  -0.230
C: -1.2791 0.7494 0.0746  -0.345
C: 2.3248 0.3858 -0.4776  -0.471
C: -0.6995 1.9084 0.3596  0.031
C: 2.0732 -0.9670 0.1490  -0.302
N: -2.6023 -1.1987 0.0561  0.027
N: -1.1355 0.0255 -1.0968  0.078
N: 1.3068 -1.7988 -0.3468  0.249
O: 3.2002 1.1515 0.1638  0.153
O: 1.7667 0.7211 -1.4827  0.127
F: 2.7972 -1.1562 1.3093  0.050
H: -3.1656 0.4964 1.1434  0.119
H: -1.9848 -1.7853 -1.8255  0.119
H: -0.0184 2.3827 -0.3227  0.048
H: -0.8814 2.3960 1.3000  0.051
H: -0.4291 0.2186 -1.7875  0.124
H: -1.8254 -0.4213 1.8312  0.117
H: 1.1803 -2.6910 0.1179  0.098
H: 3.5630 0.7278 0.9577  0.123



Below is a cluster of 2 separate species, C6H8FN4O3S in total in a non-equilibrium geometry, with properties calculated with ωB97M-V with the def2-TZVPD basis set.

Properties
charge = -1
DFT total energy = -1176.064579 Eh
energy above the lowest of the compared OMol25 structures with the same formula, charge and spin = 2.935 eV

Each line ends with the Löwdin charge.
Positions of all 23 atoms, in Å:
C: 3.6685 -0.4868 -1.1563  -0.167
C: 3.3278 -1.1715 -0.0140  -0.334
C: 1.9818 -0.7985 0.2899  -0.027
C: -3.0772 0.6452 -0.3892  -0.729
C: 0.0692 1.5417 0.6103  -0.088
C: 0.5609 0.9642 -0.7323  -0.222
N: 2.6955 0.3637 -1.5060  0.017
N: -2.8723 -0.6659 -0.6358  -0.100
N: 1.7165 0.1160 -0.6576  -0.294
N: -1.9810 -1.1868 1.7992  -0.172
O: -3.2754 1.0744 0.8523  0.090
O: -3.2845 1.3586 -1.3683  0.068
O: -1.9359 -2.9883 0.0339  -0.335
F: 4.1606 -2.0421 0.6642  -0.042
S: -1.9363 -1.5723 0.2199  0.821
H: 4.5573 -0.5642 -1.6448  0.056
H: 0.8043 2.0635 1.1440  0.052
H: -0.3287 0.7597 1.1767  0.000
H: -0.8406 2.1657 0.4301  0.079
H: 0.6525 1.5557 -1.7636  0.148
H: -0.3123 0.3042 -1.1437  0.095
H: -2.9693 0.4644 1.5492  0.062
H: -1.3814 -1.9006 2.2419  0.023



Below is an isolated molecule of C6H8IN2OP in a non-equilibrium geometry, with properties calculated with ωB97M-V with the def2-TZVPD basis set.

Properties
SMILES = P/N=N/OC1=C[C@H](I)CC=C1
DFT total energy = -1057.092352 Eh
energy above the lowest of the compared OMol25 structures with the same formula, charge and spin = 0.000 eV

Each line ends with the Löwdin charge.
Positions of all 19 atoms, in Å:
C: -1.7138 -0.2116 0.2196  -0.024
C: -1.9217 0.3774 -0.9591  -0.078
C: 0.4035 -1.1460 -0.5274  -0.135
C: -0.5439 -1.0447 0.4239  -0.302
C: -1.0459 0.1328 -2.1444  -0.250
C: 0.3376 -0.3771 -1.7777  -0.607
N: 0.7031 -0.7862 2.4010  -0.033
N: 1.1457 0.2419 1.8558  -0.359
O: -0.2637 -1.4801 1.7112  -0.068
P: 2.4876 1.0110 2.4914  0.756
I: 1.7403 1.3575 -1.4705  0.702
H: -2.3655 -0.0546 1.0643  0.115
H: -2.7639 1.0345 -1.1119  0.107
H: 1.3192 -1.6853 -0.3259  0.117
H: -1.5302 -0.6293 -2.7703  0.130
H: -0.9766 1.0353 -2.7536  0.093
H: 0.8097 -0.8845 -2.6153  0.075
H: 2.2764 0.8376 3.8677  -0.120
H: 1.9020 2.2715 2.4212  -0.116



Copy entry 2 word for word.
Below is a cluster of 2 separate species, C6H8FN4O3S in total in a non-equilibrium geometry, with properties calculated with ωB97M-V with the def2-TZVPD basis set.

Properties
charge = -1
DFT total energy = -1176.064579 Eh
energy above the lowest of the compared OMol25 structures with the same formula, charge and spin = 2.935 eV

Each line ends with the Löwdin charge.
Positions of all 23 atoms, in Å:
C: 3.6685 -0.4868 -1.1563  -0.167
C: 3.3278 -1.1715 -0.0140  -0.334
C: 1.9818 -0.7985 0.2899  -0.027
C: -3.0772 0.6452 -0.3892  -0.729
C: 0.0692 1.5417 0.6103  -0.088
C: 0.5609 0.9642 -0.7323  -0.222
N: 2.6955 0.3637 -1.5060  0.017
N: -2.8723 -0.6659 -0.6358  -0.100
N: 1.7165 0.1160 -0.6576  -0.294
N: -1.9810 -1.1868 1.7992  -0.172
O: -3.2754 1.0744 0.8523  0.090
O: -3.2845 1.3586 -1.3683  0.068
O: -1.9359 -2.9883 0.0339  -0.335
F: 4.1606 -2.0421 0.6642  -0.042
S: -1.9363 -1.5723 0.2199  0.821
H: 4.5573 -0.5642 -1.6448  0.056
H: 0.8043 2.0635 1.1440  0.052
H: -0.3287 0.7597 1.1767  0.000
H: -0.8406 2.1657 0.4301  0.079
H: 0.6525 1.5557 -1.7636  0.148
H: -0.3123 0.3042 -1.1437  0.095
H: -2.9693 0.4644 1.5492  0.062
H: -1.3814 -1.9006 2.2419  0.023



- The lowest DFT total energy belongs to which entry?
  C6H8FN4O3S